Record 1
{
  "formula": "C44H36OP2SnTe",
  "method": "ωB97M-V/def2-TZVPD",
  "elements": ["Te", "Sn", "P", "P", "O", "C", "C", "C", "C", "C", "C", "C", "C", "C", "C", "C", "C", "C", "C", "C", "C", "C", "C", "C", "C", "C", "C", "C", "C", "C", "C", "C", "C", "C", "C", "C", "C", "C", "C", "C", "C", "C", "C", "C", "C", "C", "C", "C", "C", "H", "H", "H", "H", "H", "H", "H", "H", "H", "H", "H", "H", "H", "H", "H", "H", "H", "H", "H", "H", "H", "H", "H", "H", "H", "H", "H", "H", "H", "H", "H", "H", "H", "H", "H", "H"],
  "xyz": [[2.6352, -0.6102, 1.5705], [-0.3108, -0.5299, 2.0145], [-0.6446, -2.5714, 0.3326], [-0.8332, 1.7712, 0.7229], [-1.9892, -0.4716, -0.7901], [2.2582, -5.9574, 1.3845], [-2.6722, 3.3377, 4.0029], [1.7609, 2.5307, -2.2712], [-3.8666, 0.6706, -1.7792], [5.4848, 2.9250, -1.1166], [-2.8096, -3.1258, 1.9739], [0.2049, -2.8635, -2.3634], [-1.1656, 2.7128, 2.2289], [0.4780, -3.9347, 0.6978], [-2.4530, 2.7527, 2.7643], [-2.3259, -3.1382, 0.6656], [0.2508, -2.4131, -3.6739], [0.3957, 2.6247, -0.2881], [4.0275, 1.6030, 0.2691], [-1.6133, 3.8735, 4.7203], [0.0294, -5.0497, 1.4015], [-3.0868, 2.9825, -0.4270], [3.1776, -0.6350, -0.5002], [-1.2149, -0.5705, -3.1105], [-4.4101, -4.0682, -0.0900], [3.2369, 1.4410, 1.5430], [1.8249, -3.8422, 0.3371], [-4.8894, -4.0522, 1.2131], [0.7020, 3.9755, -0.1365], [2.7098, -4.8508, 0.6744], [3.9993, 0.6130, -0.7053], [-2.7373, 0.6775, -0.9802], [-3.1305, -3.6134, -0.3672], [1.5592, 4.5877, -1.0392], [-4.5981, 1.8406, -1.9062], [-0.1001, 3.2316, 2.9686], [-2.3422, 1.8109, -0.2767], [4.7256, 0.7783, -1.8819], [5.4617, 1.9315, -2.0888], [0.9233, -6.0561, 1.7427], [-4.2058, 2.9965, -1.2401], [-0.5414, -2.1698, -1.4149], [-1.2639, -1.0399, -1.8102], [4.7740, 2.7596, 0.0589], [-0.4468, -1.2691, -4.0355], [0.9266, 1.9062, -1.3590], [-0.3259, 3.8169, 4.2037], [-4.0890, -3.5849, 2.2461], [2.0860, 3.8696, -2.1041], [-1.7646, 0.3120, -3.4054], [2.1719, -2.9988, -0.2467], [-5.0325, -4.4413, -0.8920], [2.3562, 2.0784, 1.5534], [2.9489, -6.7461, 1.6501], [0.2693, 4.5544, 0.6686], [4.8027, 3.5282, 0.8216], [-4.7773, 3.9070, -1.3519], [2.2830, -0.6722, -1.1219], [-2.7608, -3.6324, -1.3852], [-4.4587, -3.5807, 3.2624], [-1.7898, 4.3334, 5.6830], [6.0317, 2.0508, -3.0003], [3.7483, -4.7827, 0.3787], [-1.0124, -5.1435, 1.6764], [3.7656, -1.5363, -0.6646], [0.6643, 0.8608, -1.4994], [-5.4823, 1.8505, -2.5289], [-4.1638, -0.2370, -2.2884], [3.8318, 1.6265, 2.4347], [0.5698, -6.9221, 2.2853], [-2.1881, -2.7818, 2.7942], [6.0716, 3.8205, -1.2698], [-2.7895, 3.8833, 0.0956], [-5.8884, -4.4087, 1.4246], [0.9093, 3.2025, 2.5777], [2.1627, 1.9739, -3.1069], [0.8227, -2.9576, -4.4119], [0.5025, 4.2322, 4.7614], [-3.2898, 2.3345, 2.2202], [-0.4091, -0.9170, -5.0578], [0.7409, -3.7595, -2.0800], [-3.6752, 3.3750, 4.4055], [1.8012, 5.6350, -0.9183], [2.7449, 4.3565, -2.8103], [4.7170, -0.0007, -2.6348]],
  "atomic_forces_ev_per_a": [[-0.022, -0.017, 0.007], [0.048, 0.022, 0.027], [-0.076, -0.049, 0.049], [-0.044, 0.029, -0.045], [0.005, -0.064, -0.030], [0.009, -0.008, 0.005], [-0.009, -0.004, -0.008], [0.005, 0.019, 0.005], [-0.001, 0.004, 0.012], [0.007, 0.000, 0.008], [0.031, 0.011, 0.015], [0.026, -0.013, 0.005], [0.021, -0.002, 0.000], [0.005, -0.013, 0.004], [-0.012, -0.009, -0.004], [0.018, -0.005, 0.015], [0.006, -0.010, 0.003], [0.001, -0.048, -0.037], [0.002, 0.025, 0.001], [0.012, 0.003, -0.002], [0.010, 0.000, -0.004], [0.004, 0.010, 0.025], [0.021, 0.013, 0.016], [0.008, -0.026, 0.000], [-0.006, 0.000, 0.003], [-0.030, 0.003, 0.014], [-0.011, 0.001, 0.002], [0.001, 0.000, -0.006], [0.002, 0.006, 0.022], [0.001, 0.001, -0.004], [-0.005, -0.013, -0.017], [0.078, 0.092, 0.048], [0.022, 0.002, -0.024], [-0.004, 0.011, -0.003], [-0.006, -0.004, -0.005], [0.018, 0.009, -0.019], [-0.026, -0.088, -0.059], [-0.005, -0.003, 0.006], [0.003, 0.000, -0.006], [0.002, -0.004, -0.008], [0.006, 0.000, 0.004], [-0.023, 0.090, -0.049], [-0.060, 0.002, 0.021], [-0.018, -0.006, -0.009], [-0.027, 0.025, 0.011], [0.014, -0.037, 0.006], [-0.016, -0.002, 0.011], [-0.012, 0.002, -0.007], [-0.003, -0.010, -0.006], [-0.006, 0.015, 0.004], [0.000, -0.014, -0.002], [-0.002, 0.000, -0.004], [0.006, 0.007, 0.003], [0.002, -0.001, 0.001], [-0.004, 0.001, 0.013], [0.003, 0.001, 0.006], [-0.006, 0.007, -0.002], [0.011, 0.005, -0.007], [0.002, -0.003, -0.002], [0.001, 0.002, 0.003], [0.001, 0.002, 0.005], [0.002, 0.001, -0.004], [0.004, 0.002, 0.001], [-0.004, -0.001, 0.005], [-0.002, -0.009, -0.010], [0.001, 0.042, 0.022], [-0.005, 0.003, -0.002], [0.010, -0.002, 0.005], [0.002, 0.000, 0.004], [-0.001, -0.004, 0.003], [0.000, 0.007, -0.006], [0.002, 0.004, 0.000], [0.004, 0.000, 0.010], [-0.003, -0.005, 0.001], [0.003, 0.005, -0.008], [0.003, -0.006, -0.007], [-0.001, -0.005, -0.004], [0.004, 0.001, 0.003], [-0.007, -0.002, -0.018], [0.004, 0.006, -0.003], [0.003, -0.005, 0.004], [-0.003, 0.002, 0.002], [0.002, 0.005, -0.004], [0.003, 0.004, 0.001], [0.002, -0.008, -0.003]],
  "energy_ev": -79949.625,
  "total_charge": 2
}

***

Record 2
{
  "formula": "C44H37F10O8PS",
  "method": "ωB97M-V/def2-TZVPD",
  "elements": ["S", "P", "F", "F", "F", "F", "F", "F", "F", "F", "F", "F", "O", "O", "O", "O", "O", "O", "O", "O", "C", "C", "C", "C", "C", "C", "C", "C", "C", "C", "C", "C", "C", "C", "C", "C", "C", "C", "C", "C", "C", "C", "C", "C", "C", "C", "C", "C", "C", "C", "C", "C", "C", "C", "C", "C", "C", "C", "C", "C", "C", "C", "C", "C", "H", "H", "H", "H", "H", "H", "H", "H", "H", "H", "H", "H", "H", "H", "H", "H", "H", "H", "H", "H", "H", "H", "H", "H", "H", "H", "H", "H", "H", "H", "H", "H", "H", "H", "H", "H", "H"],
  "xyz": [[-5.0749, -0.8228, 2.6341], [2.0976, -1.1094, 1.5245], [0.3445, -1.1780, 1.5698], [-2.8412, 0.3617, 1.8989], [-5.7938, 0.5311, 2.1555], [-6.4419, -1.5803, 2.3396], [-3.2405, -1.0998, 5.0329], [-1.9042, -1.5520, 3.3657], [-5.5949, -0.5852, 4.1061], [-3.8673, 1.3223, 3.5131], [-4.4288, -2.1969, 3.0355], [-4.6536, -1.0816, 1.1257], [-6.4155, 4.9107, 0.6289], [4.5731, -1.9168, 0.6482], [-8.5546, 4.1157, -4.2170], [1.1726, 0.0891, -0.7981], [6.2475, -3.1668, -3.6732], [4.6507, -0.0314, 1.8319], [9.7273, 0.8399, -4.4558], [0.2922, 1.1364, -1.2333], [9.6550, -1.2010, -6.3430], [-6.9306, 2.2628, -0.1284], [-7.8783, 8.0409, -2.9657], [-7.2274, 0.9796, -0.5596], [-7.3617, 8.2479, -1.6905], [-0.2626, 0.6787, 3.7244], [-8.1025, 6.7544, -3.4240], [4.0173, -1.0108, 1.3256], [7.0411, -2.2594, -3.8076], [2.2075, -2.7603, 2.5454], [8.0979, -0.1177, -3.0320], [9.5898, -2.2494, -7.2444], [7.8895, -3.3003, -5.9071], [-0.5976, -5.2948, 3.2215], [8.9476, -0.0733, -4.2385], [-0.9786, -5.6736, 1.9387], [0.8959, -0.2618, 4.0353], [8.8409, -1.2000, -5.2160], [-6.9217, 4.7223, -0.4563], [-2.5065, -0.5662, 4.0188], [8.2232, 0.8880, -2.0834], [0.7227, -4.0576, 4.9115], [-7.2196, 3.3485, -0.9462], [-1.4821, 0.4036, 4.6085], [0.4174, -4.3508, 3.4606], [6.4855, -0.1341, -0.7517], [0.6753, -4.1301, 1.0819], [6.3557, -1.1490, -1.6938], [-7.2742, 5.8742, -1.3387], [-7.8134, 0.7792, -1.8047], [1.8653, 0.4898, 0.4090], [-8.0935, 1.8569, -2.6271], [7.1625, -1.1516, -2.8279], [-7.7951, 3.1453, -2.2049], [-7.8096, 5.6672, -2.6099], [-7.0564, 7.1675, -0.8809], [8.7091, -3.3040, -7.0227], [-0.3325, -5.0643, 0.8564], [7.9488, -2.2475, -5.0021], [-8.0905, 4.2892, -3.1080], [-3.4751, 0.1412, 3.0384], [7.4238, 0.8731, -0.9500], [1.0910, -3.7457, 2.3688], [2.1085, -0.0566, 3.1186], [-0.4124, 1.0922, -0.5728], [-1.0886, -5.7580, 4.0719], [-8.1081, 8.8868, -3.6006], [1.2408, 1.2339, 0.9053], [8.9482, 1.6765, -2.2369], [-6.6482, 7.3189, 0.1087], [1.1717, -3.0866, 5.0736], [-0.6109, -5.3388, -0.1525], [5.8583, -0.1396, 0.1416], [7.5279, 1.6551, -0.2081], [-8.5065, 6.5847, -4.4124], [-7.0020, 0.1343, 0.0732], [1.1977, -0.0350, 5.0699], [-1.1233, -0.1271, 5.4909], [0.5575, -1.2949, 4.0401], [2.1924, 1.0073, 2.8949], [0.1038, 1.6877, 3.9137], [5.6275, -1.9319, -1.5269], [8.6627, -4.1282, -7.7238], [-8.0469, -0.2245, -2.1348], [-0.4829, 0.6237, 2.6619], [-1.9694, 1.3043, 4.9693], [7.1987, -4.1129, -5.7275], [1.3582, -4.8229, 5.3559], [-6.4742, 2.4262, 0.8362], [-0.2168, -4.0563, 5.4660], [-7.1950, 9.2547, -1.3304], [3.0008, -0.3058, 3.6846], [-1.7498, -6.4151, 1.7878], [10.3380, -0.3781, -6.5034], [1.1737, -3.6663, 0.2453], [10.2267, -2.2491, -8.1205], [2.0560, -1.8846, 0.3148], [2.3346, -2.5441, 3.6018], [-8.5436, 1.7048, -3.5983], [3.1284, -3.2402, 2.2155], [2.8191, 0.9127, 0.0950]],
  "atomic_forces_ev_per_a": [[0.208, -0.090, -0.516], [0.951, 0.410, -0.616], [-0.163, 0.057, 0.069], [0.106, 0.042, -0.360], [-0.029, 0.093, 0.134], [-0.097, -0.062, -0.082], [-0.179, -0.116, 0.358], [0.046, -0.494, -0.182], [-0.145, 0.126, 0.313], [-0.245, 0.235, 0.428], [-0.115, -0.177, 0.094], [0.003, -0.006, 0.007], [-0.052, 0.015, -0.019], [-0.265, -0.111, -0.014], [-0.012, 0.019, 0.031], [-0.020, -0.211, 0.267], [0.054, -0.009, -0.058], [-0.280, -0.051, -0.102], [-0.003, -0.061, -0.029], [0.011, 0.365, -0.191], [0.059, -0.074, -0.136], [-0.039, -0.101, -0.064], [0.009, -0.012, 0.039], [-0.038, 0.031, -0.064], [-0.016, -0.031, -0.035], [0.175, 0.066, -0.107], [-0.018, 0.142, -0.034], [0.479, 0.051, 0.203], [-0.177, -0.057, 0.163], [-0.368, -0.478, 0.070], [-0.017, -0.156, -0.114], [-0.022, -0.008, 0.023], [0.043, -0.088, -0.148], [0.230, 0.126, -0.248], [0.077, 0.217, 0.096], [0.498, 0.522, -0.001], [0.272, 0.353, 0.206], [-0.034, -0.041, 0.007], [0.091, -0.016, 0.176], [0.513, 0.923, 0.358], [-0.026, 0.085, 0.142], [-0.356, 0.048, -0.088], [-0.040, 0.041, -0.076], [0.184, -0.402, -0.035], [-0.251, -0.131, -0.472], [-0.038, 0.156, 0.111], [-0.152, -0.291, 0.043], [0.093, -0.025, -0.153], [-0.037, -0.052, -0.079], [0.016, 0.033, 0.043], [-0.297, -0.385, -0.566], [-0.014, -0.145, -0.008], [0.055, 0.081, 0.005], [0.032, 0.093, 0.083], [0.027, -0.026, 0.080], [0.008, 0.152, -0.001], [0.009, 0.040, 0.018], [0.135, 0.006, 0.557], [0.054, 0.063, 0.003], [-0.049, -0.065, -0.160], [0.009, -0.243, -0.406], [0.000, -0.082, -0.099], [-0.403, -0.341, 0.495], [-0.668, -0.231, 0.434], [-0.008, -0.190, 0.070], [-0.023, 0.034, 0.074], [0.002, 0.005, -0.002], [0.045, 0.081, 0.129], [0.019, -0.031, -0.094], [0.025, -0.101, 0.012], [0.202, 0.079, -0.029], [0.029, 0.069, -0.114], [0.044, -0.073, -0.001], [-0.031, 0.002, 0.013], [-0.006, -0.098, 0.012], [0.024, -0.021, 0.019], [-0.036, -0.071, 0.131], [-0.024, -0.045, 0.187], [-0.098, -0.107, -0.193], [0.115, 0.098, -0.133], [-0.144, 0.200, 0.037], [-0.007, 0.009, 0.097], [-0.004, 0.001, -0.005], [0.017, -0.009, -0.001], [-0.151, -0.099, -0.062], [-0.222, 0.056, -0.111], [-0.051, 0.055, 0.091], [0.193, -0.029, 0.016], [0.011, 0.082, 0.006], [-0.058, -0.066, 0.122], [0.012, 0.004, -0.004], [0.241, -0.115, -0.160], [-0.107, -0.064, -0.023], [-0.025, 0.048, 0.094], [0.025, 0.026, -0.111], [0.001, -0.003, -0.003], [-0.208, -0.022, 0.073], [0.122, 0.053, 0.117], [0.017, 0.092, -0.029], [0.145, 0.160, -0.265], [0.134, 0.270, 0.245]],
  "energy_ev": -109904.594,
  "total_charge": -2
}